1.
A cluster of 2 separate species, C7H12BrClF2N2 in total in a non-equilibrium geometry. Source: the OMol25 dataset; level of theory: ωB97M-V with the def2-TZVPD basis set.

Geometry as XYZ:
```
25
Properties=species:S:1:pos:R:3:forces:R:3
C 0.2068 -1.1589 -0.8789 -0.1 2.5 1.0
C -1.1048 2.1075 0.6290 -2.4 -1.8 4.2
C -2.4710 0.7072 -0.9788 1.4 0.8 -3.6
C -2.0357 -0.3186 1.1349 -2.7 3.3 0.5
C 3.9850 -0.1558 -0.0494 0.6 -2.9 -3.1
C 3.7428 -1.4487 0.1651 0.2 0.8 0.2
C -1.4465 0.6688 0.1425 -0.7 -0.5 -1.3
N 0.7351 -0.5701 0.3298 2.5 -0.2 -1.0
N -0.2208 0.1446 -0.4885 0.7 0.5 0.8
F 3.3053 -1.9385 1.3346 0.3 0.3 -0.9
F 3.9189 -2.4036 -0.7284 -0.1 0.2 0.5
Cl 4.5166 0.4212 -1.6347 -0.2 -0.5 0.8
Br 1.1798 -1.2757 -2.5073 0.2 -0.1 0.1
H -0.4594 -1.9244 -0.7478 -1.4 -2.1 0.1
H -2.1160 2.6325 0.6496 1.4 -0.3 0.4
H -0.5833 2.0864 1.7079 -1.4 0.0 -2.2
H -0.4520 2.6288 0.0457 1.6 1.1 -2.1
H -2.4024 1.5391 -1.7473 0.4 -0.5 1.2
H -3.4682 0.6805 -0.7379 -2.4 0.3 1.5
H -2.4522 -0.1543 -1.6678 0.7 -0.2 0.5
H -2.9418 0.0054 1.7412 1.1 0.5 -0.8
H -2.4361 -1.1532 0.7061 -0.7 -2.4 -1.8
H -1.3830 -0.6261 1.8210 2.9 -1.1 2.9
H 3.8411 0.6114 0.5780 -0.7 2.2 2.5
H 0.5417 -1.1055 1.1815 -1.2 0.3 -0.3
```
Forces are in eV/Å.

Output
Largest force on an atom in eV/Å: 5.21
Calculated total energy in eV: -98429.0797
E_HOMO in eV: -8.8
E_LUMO in eV: 0.60
Energy above the lowest of the compared OMol25 structures with the same formula, charge and spin in kcal per mole: 38.0
Net charge: 0

Atomic partial charges in e from the Mulliken method, atoms 1 to 8:
1 C -0.12
2 C -1.55
3 C -1.71
4 C -2.04
5 C -0.23
6 C 0.39
7 C 1.72
8 N -0.54

---

2.
A cluster of 2 separate species, C7H12BrClN3 in total in a non-equilibrium geometry. Source: the OMol25 dataset; level of theory: ωB97M-V with the def2-TZVPD basis set.

Geometry as XYZ:
```
24
Properties=species:S:1:pos:R:3:forces:R:3
C -1.8748 0.9619 0.8269 -2.6 1.2 -0.4
C -0.7088 1.5731 0.9237 0.2 2.0 -0.8
C -0.8946 -0.8859 -0.2935 -3.3 -2.8 0.6
C -2.0886 -0.4928 0.5894 3.3 -0.3 0.7
C 0.4540 0.6901 0.7363 -0.6 1.0 -0.9
C -3.4055 -0.9347 0.0914 -0.8 0.3 -0.2
C 2.9897 -0.6697 -0.8745 0.0 1.0 -1.7
N 0.2024 -0.3457 -0.2102 2.2 -0.1 -1.7
N 3.4664 -0.3848 -2.0883 -4.0 -0.8 0.7
N 1.6929 1.3051 0.4390 1.3 2.6 -0.9
Cl -3.3711 -2.7729 0.0235 -0.6 1.4 0.0
Br 4.1594 -1.1012 0.5281 -0.5 0.3 -0.9
H -2.8432 1.4607 0.7331 0.5 0.7 0.5
H -0.4488 2.7062 0.9101 -1.2 -2.1 0.3
H -1.0987 -1.8434 -0.8471 0.7 1.2 -0.1
H -1.9526 -1.0098 1.5714 0.2 0.1 -0.5
H 0.5385 0.1259 1.5808 0.8 -1.3 3.0
H -3.6725 -0.4797 -0.8734 0.2 -0.7 0.0
H -4.0971 -0.4873 0.8153 -0.5 -1.0 -0.1
H 1.8517 -0.5246 -0.6569 1.1 -1.1 -0.4
H 4.4257 -0.2543 -2.1936 1.9 0.0 -0.6
H 2.8087 -0.3224 -2.9716 1.7 0.1 2.6
H 2.2571 1.4193 1.2717 0.0 0.2 -0.1
H 1.6096 2.2670 -0.0316 0.0 -2.0 1.0
```
Forces are in eV/Å.

Output
Largest force on an atom in eV/Å: 4.36
Calculated total energy in eV: -94479.6486
E_HOMO in eV: -12.8
E_LUMO in eV: -4.30
Energy above the lowest of the compared OMol25 structures with the same formula, charge and spin in kcal per mole: 17.4
Net charge: +1

Atomic partial charges in e from the Mulliken method, atoms 1 to 8:
1 C -0.49
2 C -0.68
3 C -0.28
4 C 0.13
5 C 0.22
6 C -0.79
7 C -0.06
8 N -0.40

---

3.
A structure of composition C7H12CaO4 in a non-equilibrium geometry. Source: the OMol25 dataset; level of theory: ωB97M-V with the def2-TZVPD basis set.

Geometry as XYZ:
```
24
Properties=species:S:1:pos:R:3:forces:R:3
C 0.0237 0.7724 2.3050 1.8 0.2 -1.7
C 0.4255 -0.1896 3.4083 -1.2 0.9 0.2
O -0.7617 -0.5954 4.1343 0.4 -0.7 1.1
Ca -2.5233 -0.1759 2.9516 -0.8 0.3 -0.9
H -0.4734 1.6371 1.8353 -2.2 -0.9 1.3
H -0.5887 -1.2948 4.7699 0.1 -0.1 0.1
H 0.8171 1.5281 2.4573 1.2 -0.6 -0.9
H 1.1098 0.2715 4.1351 -0.2 0.0 -0.3
H 0.9215 -1.0975 3.0331 -0.2 0.2 -0.3
O 0.4752 1.7541 -4.8320 -0.2 -0.2 0.5
C 0.5093 0.7616 -4.0792 0.7 0.1 -1.8
O 1.0217 -0.3545 -4.2813 0.0 -0.2 0.5
O -0.1358 0.9689 -2.8693 -0.6 0.3 1.6
C 0.0834 0.0421 -1.8200 0.2 -0.2 -0.6
C -0.6093 0.5573 -0.5693 -0.2 0.7 0.5
C -0.4161 -0.3529 0.6297 1.1 -0.6 0.6
C -1.5057 -1.2686 0.9277 -0.2 0.5 0.8
H 1.1636 -0.0726 -1.6353 -0.2 0.0 0.0
H -0.3115 -0.9456 -2.1017 0.1 0.1 0.1
H -1.6858 0.6876 -0.7621 0.2 -0.1 0.0
H -0.2316 1.5648 -0.3328 0.0 -0.2 -0.3
H 0.5666 -0.8484 0.6569 -0.1 0.4 -0.1
H -1.2150 -2.1711 1.4890 -0.1 0.0 -0.6
H -2.2564 -1.4116 0.1406 0.3 0.1 0.3
```
Forces are in eV/Å.

Output
Largest force on an atom in eV/Å: 2.73
Calculated total energy in eV: -34078.2130
E_HOMO (spin up / spin down) in eV: -2.4 / -4.0
E_LUMO (spin up / spin down) in eV: 1.84 / 1.71
Expectation value of S²: 0.75
Multiplicity: 2
Net charge: -1

Atomic partial charges in e from the Mulliken method, atoms 1 to 8:
1 C -1.54
2 C -0.10
3 O -0.22
4 Ca 0.30
5 H 0.49
6 H 0.19
7 H 0.22
8 H 0.37

---

4.
A structure of composition C7H12Cl2Si in a non-equilibrium geometry. Source: the OMol25 dataset; level of theory: ωB97M-V with the def2-TZVPD basis set.

Geometry as XYZ:
```
22
Properties=species:S:1:pos:R:3:forces:R:3
C 2.2961 1.1392 0.1032 -0.7 1.9 0.3
C 2.1925 2.4413 -0.2430 0.0 -2.8 -0.2
C 1.8140 -0.0187 0.8597 -1.8 -0.4 -0.9
C 3.0225 -0.0853 -0.1145 0.0 0.6 2.9
C -0.5467 -0.0895 -1.7725 1.2 -0.7 1.6
C -1.2974 0.4566 1.4377 -1.3 -0.5 0.3
C -0.6033 -2.4401 0.4642 -2.3 0.6 2.5
Si -0.4120 -0.5784 0.1693 3.2 0.5 -1.0
Cl 4.6559 -0.0847 0.6697 -0.4 -0.1 -0.2
Cl 3.0119 -0.9793 -1.5150 -0.1 -1.2 -2.1
H 2.7331 2.7102 -1.1348 0.2 0.7 0.1
H 1.4030 3.0211 0.1861 -0.1 0.6 0.1
H 1.9079 -0.1593 1.9569 0.2 0.2 -0.9
H -1.5483 0.2569 -2.0236 0.0 0.0 -0.1
H 0.2364 0.6902 -2.0605 -1.0 -1.2 0.4
H -0.3485 -1.1075 -2.2230 -0.1 1.3 0.0
H -0.8506 1.5091 1.4102 -0.9 -1.5 0.5
H -2.4271 0.4358 1.1508 1.8 0.4 0.6
H -1.2200 -0.1479 2.4286 0.1 1.6 -1.4
H 0.1315 -3.1330 0.1347 0.9 -0.2 -0.3
H -0.6690 -2.5147 1.6801 0.0 -0.1 -2.9
H -1.5845 -2.8107 0.0100 1.0 0.5 0.8
```
Forces are in eV/Å.

Output
Largest force on an atom in eV/Å: 3.44
Calculated total energy in eV: -40373.1200
E_HOMO in eV: -8.6
E_LUMO in eV: 0.58
Energy above the lowest of the compared OMol25 structures with the same formula, charge and spin in kcal per mole: 37.3
Net charge: 0

Atomic partial charges in e from the Mulliken method, atoms 1 to 8:
1 C -0.10
2 C -0.72
3 C -0.67
4 C 0.71
5 C -0.94
6 C -0.87
7 C -0.96
8 Si 0.48

---

5.
A structure of composition C7H12Cl3IrNOS3Si. Source: the OMol25 dataset; level of theory: ωB97M-V with the def2-TZVPD basis set.

Geometry as XYZ:
```
29
Properties=species:S:1:pos:R:3:forces:R:3
Ir -1.0744 0.8096 -0.0148 0.0 0.2 0.1
C 2.1669 0.6629 0.4572 0.0 0.0 0.0
C 1.6205 1.2408 1.7463 0.0 0.0 0.0
S -0.0434 0.7058 2.2169 0.0 0.0 0.0
C 0.0709 -1.0882 2.4618 0.0 0.0 0.0
C 0.2223 -1.9332 1.2093 0.0 0.0 0.0
S -0.9524 -1.4544 -0.1159 0.0 -0.1 0.1
C 0.0675 -1.8430 -1.5659 0.0 0.0 0.0
C 1.2681 -0.9271 -1.7021 0.0 0.0 0.0
S 0.9775 0.7390 -0.9514 0.1 -0.1 0.0
H 2.4828 -0.3676 0.5923 0.0 0.0 0.0
H 3.0360 1.2377 0.1362 0.0 0.0 0.0
H 1.5196 2.3257 1.6880 0.0 0.0 0.0
H 2.3058 1.0196 2.5655 0.0 0.0 0.0
H -0.8575 -1.3290 2.9818 0.0 0.0 0.0
H 0.8884 -1.2932 3.1540 0.0 0.0 0.0
H 0.0078 -2.9772 1.4415 0.0 0.0 0.0
H 1.2314 -1.8830 0.8094 0.0 0.0 0.0
H -0.6134 -1.7390 -2.4094 0.0 0.0 0.0
H 0.3627 -2.8901 -1.4930 0.0 0.0 0.0
H 1.4860 -0.7403 -2.7513 0.0 0.0 0.0
H 2.1610 -1.3373 -1.2358 0.0 0.0 0.0
Cl -3.1938 2.6096 -2.5440 0.0 0.0 0.0
Si -2.1159 0.9345 -2.1333 -0.1 0.0 0.0
Cl -3.3876 -0.6712 -2.3674 0.0 0.0 0.0
Cl -0.7704 0.7763 -3.7105 0.0 0.0 0.0
O -3.7661 3.9789 0.3835 0.0 0.1 0.0
C -2.9698 3.1445 0.4684 0.0 0.0 0.2
N -2.1307 2.2888 0.6828 0.0 -0.1 -0.2
```
Forces are in eV/Å.

Output
Largest force on an atom in eV/Å: 0.25
Calculated total energy in eV: -91780.7695
E_HOMO in eV: -12.7
E_LUMO in eV: -5.00
Energy above the lowest of the compared OMol25 structures with the same formula, charge and spin in kcal per mole: 0.0
Net charge: +1

Atomic partial charges in e from the Mulliken method, atoms 1 to 8:
1 Ir 0.82
2 C -0.60
3 C -0.80
4 S -0.08
5 C -0.85
6 C -0.52
7 S -0.16
8 C -0.63